No. 1
This record from the Open Molecules 2025 dataset describes a structure of composition C18H28ClFeN3OS. The level of theory is the ωB97M-V functional and the def2-TZVPD basis.

The geometry in XYZ format:
```
53
Properties=species:S:1:pos:R:3:forces:R:3
Fe 0.000 0.000 0.000 -1.7793 1.0465 0.4253
C -4.592 -2.601 1.073 -0.2209 -0.0515 -0.0137
C -4.150 -1.455 0.187 -0.1285 -0.2565 0.1435
N -2.753 -1.212 0.413 -1.0593 -1.8810 0.1881
C -1.817 -2.178 0.581 -2.6619 0.1805 -0.1845
N -0.579 -1.826 0.482 1.3060 -1.6622 0.2286
C 0.426 -2.867 0.699 0.2283 -0.1087 -0.3312
C -0.072 -4.235 0.273 0.0663 -0.0698 0.1865
C -1.356 -4.536 1.023 0.2231 -0.1241 -0.0510
N -2.293 -3.437 0.847 0.5662 -0.3511 0.1561
C -3.703 -3.796 0.782 -0.2920 0.1830 -0.0005
H -5.642 -2.849 0.891 0.1542 -0.0719 0.0037
H -4.497 -2.317 2.129 0.0396 0.0086 -0.1856
H -4.725 -0.554 0.424 0.2150 0.0008 -0.0523
H -4.322 -1.689 -0.869 -0.2339 -0.0800 -0.0323
H -2.365 -0.341 0.071 0.4472 0.8139 0.1255
H 0.723 -2.869 1.754 0.0237 -0.1494 0.0502
H 1.319 -2.615 0.116 -0.3183 -0.0902 0.2603
H 0.682 -5.001 0.482 -0.1054 0.0688 0.0085
H -0.260 -4.242 -0.808 -0.0070 0.0474 0.1496
H -1.154 -4.667 2.092 0.0634 -0.1121 -0.0234
H -1.778 -5.478 0.651 -0.2362 0.2622 0.0410
H -3.927 -4.591 1.502 0.3235 0.0639 -0.0614
H -3.923 -4.191 -0.218 -0.0705 -0.0462 0.0116
Cl 1.304 1.340 -3.528 0.3647 -0.0394 0.1511
C -0.267 1.630 -2.860 -1.4793 0.0278 -0.1188
C -1.349 1.636 -3.747 -0.0899 -0.0837 0.1149
C -2.641 1.872 -3.279 0.1543 -0.1418 -0.1150
C -2.853 2.101 -1.922 0.4618 0.1107 0.2673
C -1.774 2.098 -1.034 -1.5509 0.6290 -0.8139
C -0.469 1.864 -1.489 1.6429 1.4929 -0.2064
C 0.608 1.919 -0.507 0.8537 0.4745 0.7629
H -1.189 1.462 -4.808 0.0940 0.0230 0.1927
H -3.479 1.880 -3.971 0.1630 -0.0194 0.0558
H -3.859 2.286 -1.552 0.1350 0.0210 -0.0320
H -1.965 2.284 0.022 0.2714 0.3291 -0.5584
H 0.520 2.572 0.388 -0.4267 -0.2545 -0.7871
H 1.676 1.879 -0.798 -1.1545 0.6553 -0.6750
O 1.759 -0.627 -0.263 1.9280 -1.5040 -0.1332
S 2.975 0.252 -0.235 1.3003 0.5600 -0.0086
C 4.366 -0.766 0.380 -0.1167 -0.3430 0.1533
C 4.423 -0.574 1.884 0.2478 -0.1392 0.3148
C 4.161 0.905 2.106 0.1995 0.0415 0.1778
C 2.902 1.220 1.319 0.1994 0.2782 0.2699
H 5.275 -0.390 -0.098 -0.1855 0.0225 -0.0425
H 4.217 -1.811 0.094 -0.0991 0.2170 -0.2015
H 5.392 -0.881 2.289 -0.1133 -0.0394 -0.0482
H 3.647 -1.173 2.377 0.0852 0.0737 -0.0924
H 5.003 1.497 1.727 -0.0627 -0.0857 0.0827
H 4.038 1.143 3.167 -0.0252 0.0495 -0.1539
H 2.818 2.283 1.078 -0.1479 -0.2429 -0.0965
H 2.007 0.905 1.867 0.0204 -0.0523 -0.3238
H -1.573 0.561 0.235 0.7872 0.3184 0.8216
```
Forces are in eV/Å.

## Properties
E_HOMO (alpha / beta)	-5.11 / -6.02	eV
ΔE to the lowest compared entry with this formula, charge and spin	1.632	eV
<S²>	6.03
DFT total energy	-3064.13276	Eh
spin multiplicity	5

---

No. 2
This record from the Open Molecules 2025 dataset describes a cluster of 2 separate species, C18H28ClIN4O3P in total. The level of theory is the ωB97M-V functional and the def2-TZVPD basis.

The geometry in XYZ format:
```
56
Properties=species:S:1:pos:R:3:forces:R:3
C 1.362 -3.452 2.358 0.0470 0.1307 -0.0020
C 1.816 -3.056 0.944 -0.3775 -0.1934 0.3053
C 0.697 -2.975 -0.093 0.2408 0.0954 0.1840
Cl -0.250 -4.494 -0.080 -0.0611 -0.0723 -0.0747
C -0.232 -1.703 -0.037 0.3005 0.3720 -0.7100
N -0.056 -1.027 -1.365 -0.2505 -0.2378 0.1420
C -0.740 -1.347 -2.321 -0.3661 -0.3062 -0.0006
O -1.420 -1.620 -3.220 0.3319 0.2363 0.0069
C -1.693 -1.967 0.280 -0.0176 -0.7284 1.1982
C -2.313 -0.675 0.782 -0.2004 0.5130 -1.0097
C -2.502 0.372 -0.334 0.0014 0.1764 0.0925
C -3.614 -0.812 1.529 0.1363 -0.2502 0.2060
C -4.174 0.269 2.206 -0.1279 -0.0408 -0.0521
C -5.363 0.088 2.877 -0.1355 -0.0477 0.0613
C -5.963 -1.169 2.848 0.0661 0.1390 -0.0104
N -5.459 -2.201 2.186 0.0068 -0.0057 0.0169
C -4.310 -2.019 1.545 0.1398 0.1850 0.0246
N -1.155 -0.127 1.644 0.1816 -0.3996 0.0104
I -1.270 -0.540 3.714 0.0621 0.1076 -0.0952
C 0.161 -0.691 1.057 -0.2585 0.3412 0.1882
P 1.407 0.662 0.718 1.3037 0.2682 0.5258
N 2.649 0.443 1.639 -0.5440 0.1575 -0.1289
H 2.016 -3.002 3.105 0.0426 -0.0447 -0.0034
H 0.344 -3.129 2.582 -0.0643 -0.0202 -0.0028
H 1.385 -4.530 2.491 -0.0430 -0.0342 -0.0057
H 2.337 -2.096 0.980 0.1609 -0.0258 -0.1402
H 2.515 -3.813 0.594 0.1452 0.1533 -0.0972
H 1.159 -2.955 -1.074 -0.0349 0.0321 -0.0141
H -1.667 -2.651 1.139 -0.0666 -0.0064 -0.0279
H -2.256 -2.525 -0.462 0.0185 0.3540 -0.3484
H -2.986 1.270 0.052 -0.0440 -0.0400 0.0479
H -1.563 0.668 -0.796 0.0517 0.0074 -0.0135
H -3.148 -0.034 -1.111 -0.0201 -0.0563 0.0225
H -3.702 1.245 2.226 0.0589 0.0111 -0.0474
H -5.834 0.897 3.415 0.0283 0.0189 0.0169
H -6.889 -1.335 3.384 -0.0531 -0.0689 -0.0230
H -3.924 -2.876 1.009 -0.0498 -0.1025 0.0126
H -1.156 0.889 1.555 -0.0114 0.0508 0.1568
H 0.660 -1.162 1.896 -0.0361 -0.2388 -0.0981
H 0.701 1.869 0.891 -0.3607 -0.1159 -0.2901
H 1.695 0.558 -0.641 -0.3808 -0.0675 -0.1471
H 2.830 1.220 2.263 0.2210 -0.1184 0.0739
O 1.709 3.320 -0.992 -0.1638 -0.2530 0.0755
C 2.469 3.236 -1.927 0.0656 0.2501 -0.1089
O 3.738 3.602 -1.740 0.0101 -0.1193 0.1021
C 4.767 3.418 -2.727 0.1417 0.0313 -0.1532
C 4.812 4.555 -3.724 -0.1310 0.0526 0.0518
C 2.001 2.803 -3.296 0.0919 -0.2398 0.0684
H 4.660 2.446 -3.210 -0.0412 0.0081 0.0026
H 5.688 3.385 -2.149 -0.0226 0.0123 0.0497
H 3.892 4.620 -4.306 0.0160 -0.0415 -0.0342
H 5.643 4.414 -4.414 0.0169 -0.0088 0.0059
H 4.946 5.503 -3.205 0.0399 -0.0014 0.0018
H 1.588 3.673 -3.805 -0.0042 0.0200 -0.0104
H 1.207 2.070 -3.169 -0.0719 0.0785 0.0238
H 2.776 2.367 -3.919 0.0110 0.0830 -0.0249
```
Forces are in eV/Å.

## Properties
E_HOMO	-11.95	eV
DFT total energy	-2246.37055	Eh
total charge	+1

---

No. 3
This record from the Open Molecules 2025 dataset describes a structure of composition C18H28F3InNO16. The level of theory is the ωB97M-V functional and the def2-TZVPD basis.

The geometry in XYZ format:
```
67
Properties=species:S:1:pos:R:3:forces:R:3
N -5.102 6.206 1.095 0.0366 -0.0239 0.2976
In -3.884 6.201 2.844 0.1670 0.5567 0.2030
C -2.460 4.468 2.693 -0.1272 -0.1794 -0.2918
C -3.119 3.116 2.430 0.0906 -0.1617 0.2617
O -3.191 2.301 3.603 0.0263 0.1734 0.0361
C -2.372 2.275 1.387 0.0467 -0.1334 0.0748
F -2.609 0.949 1.497 -0.1257 0.0609 -0.0439
F -1.022 2.398 1.453 0.0052 -0.0395 0.0911
F -2.719 2.621 0.131 0.0515 0.1199 0.0276
H -4.536 6.173 0.254 -0.0925 -0.1203 -0.0489
H -5.748 5.424 1.063 0.0371 -0.0119 -0.1684
H -2.889 7.686 2.784 -0.0038 -0.1478 -0.0736
H -4.829 6.210 4.339 -0.0696 -0.2056 -0.1109
H -1.797 4.713 1.853 -0.1121 0.0818 0.0762
H -1.800 4.357 3.562 0.0139 0.0046 -0.0714
H -4.142 3.211 2.042 0.1386 0.0183 -0.1262
H -2.925 2.847 4.351 -0.0388 0.0498 -0.1219
C -1.827 -1.768 4.802 -0.1908 0.0226 0.0137
C -2.478 -0.404 4.881 -0.0028 -0.1622 -0.1226
O -1.873 0.150 6.065 -0.0162 -0.0169 -0.0202
C -0.695 -0.471 6.269 0.0202 0.0405 0.0179
O 0.123 -0.133 7.067 -0.0055 -0.0137 -0.0068
O -0.562 -1.535 5.445 -0.0212 -0.0219 -0.0100
H -1.688 -2.110 3.786 0.1876 -0.0005 0.0619
H -2.369 -2.530 5.366 0.0146 0.0218 0.0388
H -2.234 0.228 4.031 0.0081 0.0463 0.0066
H -3.558 -0.441 4.990 0.0130 0.0756 0.1524
C 0.282 -3.514 0.996 0.1474 0.0208 -0.0371
C -0.500 -3.564 -0.300 0.0495 -0.0070 -0.0445
O -1.837 -3.804 0.173 0.0354 -0.0125 -0.0407
C -1.928 -3.374 1.446 -0.0789 0.0337 -0.0203
O -2.941 -3.283 2.064 0.0786 -0.0297 -0.0096
O -0.702 -3.058 1.933 -0.0473 -0.0969 -0.1115
H 1.118 -2.821 0.973 -0.0562 0.0676 0.0767
H 0.635 -4.497 1.312 -0.0279 -0.0137 -0.0104
H -0.485 -2.608 -0.827 -0.0332 0.0172 0.0309
H -0.182 -4.352 -0.977 -0.1718 0.1117 0.2200
C -1.160 -6.810 -4.763 -0.1023 -0.0228 -0.0498
C -1.713 -5.399 -4.682 -0.0559 -0.0318 -0.1074
O -1.077 -4.899 -3.500 -0.0390 0.0224 -0.0291
C 0.051 -5.608 -3.288 0.0912 0.0551 0.0536
O 0.876 -5.323 -2.478 0.0743 -0.1880 -0.1789
O 0.109 -6.675 -4.111 -0.0278 -0.0248 -0.0248
H -1.020 -7.167 -5.779 0.1348 0.0202 0.0133
H -1.763 -7.527 -4.205 -0.0080 0.0175 0.0174
H -1.409 -4.781 -5.528 0.0223 -0.0120 -0.0029
H -2.792 -5.356 -4.572 0.0164 0.0281 0.1345
C 2.214 3.534 -0.058 -0.1150 0.0305 0.0952
C 1.191 2.569 -0.622 -0.0959 0.0536 0.1046
O 1.612 2.457 -1.993 0.0355 -0.0155 0.0152
C 2.918 2.772 -2.064 -0.0144 0.0030 -0.0233
O 3.602 2.615 -3.029 0.0523 -0.0338 0.0156
O 3.355 3.289 -0.897 0.0091 0.0168 0.0162
H 2.464 3.345 0.982 0.1175 -0.0559 -0.0408
H 1.912 4.576 -0.173 -0.0060 -0.0041 -0.0322
H 1.245 1.584 -0.159 0.0137 -0.0019 -0.0011
H 0.173 2.935 -0.565 -0.0064 -0.0001 -0.1640
C 5.908 0.568 -4.249 -0.0231 0.1064 0.1184
C 7.347 0.579 -3.775 -0.0437 0.0769 0.0784
O 7.964 -0.378 -4.644 0.0131 0.0089 0.0180
C 7.220 -0.470 -5.773 -0.0160 -0.0058 -0.0263
O 7.554 -1.052 -6.754 0.0027 -0.0005 0.0072
O 6.053 0.193 -5.627 0.0187 -0.0158 0.0139
H 5.411 1.529 -4.161 -0.0431 -0.0189 -0.1422
H 5.308 -0.191 -3.743 0.0135 -0.0226 -0.0093
H 7.826 1.548 -3.925 -0.0125 0.0050 -0.0245
H 7.467 0.276 -2.739 0.0477 -0.1146 -0.0408
```
Forces are in eV/Å.

## Properties
E_HOMO	-4.87	eV
DFT total energy	-2451.08295	Eh
total charge	-1

---

No. 4
This record from the Open Molecules 2025 dataset describes a cluster of 2 separate species, C18H28F5N2O5S in total. The level of theory is the ωB97M-V functional and the def2-TZVPD basis.

The geometry in XYZ format:
```
59
Properties=species:S:1:pos:R:3:forces:R:3
C -6.261 2.310 -0.888 0.3749 -0.0512 0.4695
C -4.672 2.471 -1.016 -1.2925 0.6767 -0.2009
C -4.272 4.011 -0.974 0.3856 -1.0357 0.4359
C -4.224 1.779 -2.366 1.3051 0.2137 -0.1855
C -2.990 0.835 -2.242 1.3780 -0.9220 0.2387
C -1.856 1.029 -3.160 -1.3895 -0.3968 1.2101
N -0.721 0.258 -3.149 -0.9267 -1.2754 1.6045
C 0.420 0.409 -4.089 1.1280 0.5412 -1.3687
C 1.286 1.705 -3.841 0.6062 -0.7840 -0.1158
N 2.104 1.569 -2.592 -1.6767 0.5597 -0.5267
C -0.605 -0.748 -2.205 -1.4583 0.0865 1.0222
C -1.642 -1.017 -1.239 -0.4559 1.8217 -0.9323
S -1.292 -2.365 -0.029 -1.6206 -4.6429 -0.9298
O -2.525 -3.009 0.405 0.8795 2.6433 0.2415
O -0.448 -3.381 -0.642 0.6130 2.4853 0.2948
C -0.436 -1.487 1.399 -0.3977 1.5789 0.6446
F -1.288 -0.434 1.715 0.9498 -1.4176 -0.2806
F -0.294 -2.276 2.481 -0.1561 0.6253 -1.7170
C 0.942 -0.804 0.977 1.0019 0.6718 1.1464
F 1.678 -1.545 0.111 -0.9490 0.8759 0.9055
F 1.655 -0.604 2.124 -0.8696 -0.2970 -1.7036
F 0.706 0.433 0.424 0.2249 -1.7127 0.3180
C -2.901 -0.239 -1.224 2.3894 0.7357 -1.0470
C -4.045 -0.537 -0.211 -1.5619 -0.6703 1.6240
O -4.955 -1.270 -0.477 0.7428 0.4865 -1.3108
O -4.033 0.013 1.059 1.1278 0.6593 -1.6508
H -6.755 3.309 -0.732 0.4522 -1.0996 -0.0278
H -6.727 1.819 -1.777 0.4335 0.4996 0.6711
H -6.464 1.634 -0.009 -0.1180 0.8180 -0.8178
H -4.234 2.022 -0.091 -0.0772 0.1668 -1.0826
H -4.717 4.577 -1.834 0.4163 -0.4342 0.8863
H -3.146 4.096 -0.959 -1.0819 0.0697 -0.2836
H -4.608 4.409 0.022 0.1220 -0.1522 -1.1355
H -5.029 1.205 -2.890 0.5324 0.4145 0.6952
H -3.922 2.613 -3.067 -0.3341 -0.9380 0.5488
H -1.930 1.854 -3.908 0.2909 -0.9147 0.6435
H 1.110 -0.472 -3.964 -0.9155 0.7873 0.0464
H 0.079 0.358 -5.163 -0.0686 0.1597 1.2230
H 0.650 2.627 -3.836 0.6482 -0.7518 -0.0030
H 2.033 1.757 -4.682 -1.0859 0.0442 0.4964
H 1.630 2.144 -1.886 0.5679 -0.6048 0.0672
H 2.081 0.586 -2.315 0.2424 0.4763 0.3069
H 0.325 -1.358 -2.175 -0.8576 0.5754 -0.2302
H -4.960 0.065 1.372 0.4577 -0.5286 -0.2063
C 3.813 -2.104 3.858 0.1406 -0.1058 0.1940
C 4.877 -1.501 2.956 -0.0372 -0.0541 -0.0152
O 5.892 -0.806 3.655 -0.0453 0.2276 -0.0872
C 6.660 -1.571 4.573 0.1114 -0.1011 0.1124
C 7.419 -2.718 3.930 -0.1459 -0.1018 -0.1786
H 3.383 -1.339 4.508 -0.0197 0.0105 -0.0655
H 3.016 -2.552 3.262 0.0340 -0.0102 0.0144
H 4.227 -2.883 4.501 -0.0656 -0.0224 -0.0783
H 4.403 -0.769 2.295 0.1839 0.1059 0.0841
H 5.317 -2.263 2.303 -0.0340 -0.0802 0.0528
H 6.027 -1.928 5.392 0.0015 -0.0692 -0.0386
H 7.378 -0.880 5.019 -0.1440 0.1208 -0.1189
H 6.742 -3.469 3.517 0.0365 -0.0412 0.0758
H 8.055 -3.214 4.665 -0.0197 0.0546 -0.0167
H 8.042 -2.355 3.110 0.0267 0.0233 0.0814
```
Forces are in eV/Å.

## Properties
E_HOMO	-11.21	eV
ΔE to the lowest compared entry with this formula, charge and spin	2.382	eV
DFT total energy	-2085.53007	Eh
total charge	+1